1.
C2H8OS | the ωB97M-V functional and the def2-TZVPD basis

Its HOMO energy (alpha / beta) is -13.6 / -13.6 eV. Its net charge is +1. Its multiplicity is 2. As for the expectation value of S²: 0.75. As for the gap between HOMO and LUMO (alpha / beta): 8.952 / 4.240 eV. The value obtained for the LUMO energy (alpha / beta) is -4.7 / -9.4 eV.

Element x y z (Å)
C (-0.12, 2.80, 0.33)
S (1.01, 1.40, 0.03)
H (0.49, 3.56, 1.08)
H (-1.14, 2.47, 0.67)
H (-0.40, 3.22, -0.73)
H (1.50, 1.46, 1.30)
C (-0.18, -2.33, -0.73)
O (-0.15, -2.40, 0.68)
H (0.51, -1.52, -1.05)
H (-1.16, -2.08, -1.07)
H (0.19, -3.26, -1.32)
H (-0.54, -3.32, 0.80)


2.
C2H8OS | the ωB97M-V functional and the def2-TZVPD basis

Its HOMO energy (alpha / beta) is -13.4 / -13.4 eV. Its net charge is +1. Its multiplicity is 2. As for the expectation value of S²: 0.75. As for the gap between HOMO and LUMO (alpha / beta): 8.334 / 2.686 eV. The value obtained for the LUMO energy (alpha / beta) is -5.1 / -10.7 eV.

Element x y z (Å)
S (1.14, 1.25, 3.12)
H (0.92, 0.83, 1.84)
H (1.76, 0.10, 3.44)
C (-0.15, -0.72, -0.99)
O (0.94, 0.05, -1.45)
C (-1.28, 0.29, -0.62)
H (0.09, -1.19, -0.02)
H (-0.39, -1.52, -1.68)
H (1.58, -0.46, -1.96)
H (-1.68, -0.01, 0.34)
H (-2.12, 0.14, -1.30)
H (-0.80, 1.26, -0.72)


Relative energy of each structure, in kcal/mol: 1 0.0; 2 6.0.